{
  "formula": "C15H20N2O2Sn",
  "method": "ωB97M-V with the def2-TZVPD basis set",
  "e_homo_ev": -6.959,
  "lumo_ev": -0.86,
  "orbital_gap_ev": 6.10,
  "de_lowest_kcal_mol": 33.0,
  "e_tot_ha": -1057.75842,
  "elements": ["C", "C", "H", "H", "H", "H", "H", "H", "C", "C", "C", "C", "H", "H", "H", "H", "N", "C", "C", "N", "C", "C", "C", "H", "H", "C", "H", "H", "Sn", "C", "H", "H", "H", "C", "C", "O", "O", "H", "H", "H"],
  "xyz": [[-2.687411, -1.104426, 0.905070], [-3.050474, 1.156270, -1.225166], [-2.499920, -1.883012, 0.189427], [-3.548069, -0.525190, 0.470718], [-2.594008, -1.093444, 1.987043], [-2.665781, 1.089645, -2.224064], [-3.677819, 0.293881, -0.912538], [-3.316763, 2.055408, -0.673838], [-0.421570, -2.634774, 0.276677], [0.495404, -3.666510, 0.241796], [1.700377, -3.454611, -0.439265], [1.936843, -2.220909, -1.029959], [-1.337021, -2.787316, 0.828835], [0.246480, -4.590918, 0.752950], [2.445523, -4.246765, -0.513359], [2.860548, -2.014967, -1.558952], [-0.198377, -1.451800, -0.329922], [0.979463, -1.212344, -0.954519], [1.219105, 0.125785, -1.477896], [0.248851, 1.066289, -1.339955], [0.435125, 2.324618, -1.777323], [2.657687, 1.773553, -2.521678], [1.623036, 2.713982, -2.377371], [-0.350605, 3.041263, -1.605137], [1.744190, 3.731363, -2.721798], [2.446383, 0.471375, -2.056817], [3.217991, -0.303068, -2.142862], [3.619830, 2.016004, -2.999469], [-1.534956, 0.424481, 0.064287], [-1.271236, 2.455212, 0.817151], [-1.622018, 3.124293, 0.041338], [-0.229698, 2.577954, 1.092732], [-1.928125, 2.410249, 1.683778], [0.939106, -0.122404, 3.678380], [0.511937, 0.261494, 2.287621], [1.292465, 0.715224, 1.440287], [-0.765798, 0.096647, 2.101462], [1.894575, -0.626694, 3.631064], [0.168882, -0.772588, 4.117072], [1.015865, 0.786748, 4.274219]],
  "forces_ev_per_a": [[-2.4, 1.9, -1.5], [-0.3, -2.0, 0.5], [-0.8, -0.6, 0.6], [-0.3, -1.5, 1.6], [-0.2, -0.8, -0.4], [-0.6, 0.7, -0.7], [-0.5, 1.1, -1.4], [-0.1, 0.1, -0.9], [0.8, 0.1, -0.3], [0.6, 0.2, -0.3], [-0.3, -0.1, 0.1], [0.1, 0.0, -0.1], [0.3, 0.2, -0.1], [0.2, 0.1, -0.2], [-0.2, 0.2, 0.1], [-0.1, -0.3, 0.2], [1.2, 0.1, -0.4], [-0.9, -1.6, 1.0], [0.2, 2.3, -0.6], [0.7, -0.9, -0.4], [0.6, -1.0, 0.2], [-0.3, -0.3, 0.1], [0.6, -0.5, -0.1], [-0.2, -0.1, 0.0], [0.0, 0.0, 0.0], [0.0, 0.0, -0.2], [-0.3, 0.7, -0.1], [-0.6, 0.0, 0.3], [1.3, 1.9, 1.4], [0.0, -0.8, 0.0], [0.0, 0.4, 0.2], [0.0, 0.3, 0.1], [0.0, 0.5, 0.1], [-0.2, -0.2, 0.1], [-1.3, 0.2, 0.0], [0.0, -0.5, 0.1], [2.3, 0.0, 0.6], [0.3, 0.0, 0.2], [0.4, 0.2, -0.1], [0.1, 0.0, 0.1]]
}

---

{
  "formula": "C15H20N3O5S2Se2Ta",
  "method": "ωB97M-V with the def2-TZVPD basis set",
  "e_homo_ev": -15.005,
  "lumo_ev": -7.89,
  "charge": 2,
  "orbital_gap_ev": 7.12,
  "de_lowest_kcal_mol": 0.0,
  "e_tot_ha": -6779.83204,
  "elements": ["Ta", "O", "C", "C", "C", "O", "C", "Se", "C", "Se", "H", "H", "H", "H", "H", "H", "H", "H", "H", "H", "S", "C", "N", "C", "C", "N", "H", "H", "H", "H", "H", "H", "O", "C", "N", "S", "O", "O", "C", "C", "C", "C", "C", "C", "H", "H", "H", "H"],
  "xyz": [[0.036709, -0.508898, -0.562803], [0.478122, -1.080222, 1.528512], [1.071513, -0.233381, 2.557611], [0.401017, 1.132307, 2.576953], [0.616185, 1.747100, 3.973717], [0.103894, 3.058525, 3.918340], [-1.112652, 0.980742, 2.417410], [-1.798776, 0.564282, 0.632862], [1.052013, 2.083638, 1.559142], [1.710832, 1.272662, -0.139725], [-0.281029, -1.567459, 1.893176], [2.127807, -0.174181, 2.302822], [0.972970, -0.757433, 3.508090], [1.685865, 1.739520, 4.215454], [0.096250, 1.136614, 4.721191], [0.253273, 3.510209, 4.754277], [-1.601834, 1.922523, 2.658772], [-1.498739, 0.225241, 3.104775], [1.977775, 2.477663, 1.975085], [0.406967, 2.924895, 1.316155], [-1.035854, 0.229270, -2.637553], [-1.129221, 1.963193, -2.824094], [-0.632142, 2.927906, -2.086852], [-0.940683, 4.256293, -2.644055], [-1.766352, 3.907732, -3.904964], [-1.795608, 2.438382, -3.860576], [-0.031270, 2.729563, -1.299490], [-0.020362, 4.782992, -2.885694], [-1.508058, 4.839690, -1.922614], [-1.284424, 4.244684, -4.819905], [-2.776975, 4.307187, -3.865894], [-2.266376, 1.848139, -4.527931], [-1.400031, -3.358849, 1.145451], [-0.807572, -3.557131, 0.127952], [-0.659189, -2.555250, -0.938426], [0.829376, -2.849798, -1.578631], [0.961224, -2.396948, -2.919431], [1.648944, -1.943019, -0.631504], [0.990132, -4.507733, -1.168144], [1.914642, -5.441862, -1.592527], [1.787804, -6.712395, -1.041669], [0.794699, -6.996954, -0.107053], [-0.104488, -6.024705, 0.324321], [0.001247, -4.762781, -0.226545], [2.682525, -5.205609, -2.315690], [2.471077, -7.493733, -1.344549], [0.721527, -7.998771, 0.293979], [-0.867078, -6.243425, 1.059198]],
  "forces_ev_per_a": [[-0.6, 1.1, 1.0], [-0.3, -0.2, 0.1], [0.1, -0.1, 0.0], [0.0, 0.1, 0.0], [0.1, 0.0, 0.0], [0.0, 0.0, -0.1], [0.0, -0.1, 0.2], [-0.2, 0.2, -0.2], [-0.1, -0.1, 0.0], [0.2, -0.1, -0.1], [0.0, -0.2, 0.1], [0.0, 0.0, 0.0], [-0.1, 0.0, 0.0], [0.0, 0.0, 0.0], [0.0, 0.0, 0.0], [0.0, 0.0, 0.1], [0.0, 0.0, 0.0], [0.0, 0.0, 0.0], [0.0, 0.0, 0.0], [0.0, 0.0, 0.0], [0.1, -0.2, 0.1], [-0.2, -0.1, -0.2], [0.0, -0.2, 0.1], [0.0, 0.0, 0.0], [0.0, 0.0, 0.0], [0.0, 0.0, 0.1], [0.0, 0.1, 0.0], [0.0, 0.0, 0.0], [0.0, 0.0, 0.0], [0.0, 0.0, 0.0], [0.0, 0.0, 0.0], [0.0, 0.0, 0.0], [-0.2, 0.2, 0.0], [0.1, 0.4, -0.7], [1.0, -0.2, 0.5], [0.3, 0.5, 0.5], [0.0, -0.4, -0.4], [-0.4, -0.4, -1.1], [0.2, -0.1, 0.0], [-0.1, -0.1, 0.0], [0.0, 0.0, 0.0], [0.0, 0.0, 0.0], [0.0, 0.0, 0.0], [-0.2, -0.1, 0.2], [0.0, 0.0, 0.0], [0.0, 0.0, 0.0], [0.0, 0.0, 0.0], [0.0, 0.0, 0.0]]
}

---

{
  "formula": "C15H20N3O5STl",
  "method": "ωB97M-V with the def2-TZVPD basis set",
  "e_homo_ev": -8.232,
  "lumo_ev": -0.05,
  "orbital_gap_ev": 8.19,
  "de_lowest_kcal_mol": 0.1,
  "e_tot_ha": -1694.73746,
  "elements": ["Tl", "O", "C", "O", "C", "C", "C", "C", "C", "N", "C", "O", "O", "H", "H", "H", "H", "C", "C", "S", "O", "C", "C", "H", "H", "H", "H", "H", "H", "H", "H", "H", "H", "C", "N", "C", "C", "N", "C", "H", "H", "H", "H", "H", "H"],
  "xyz": [[1.188593, 0.547897, -2.289876], [-3.310032, 2.645076, -2.449923], [-2.034063, 2.284711, -2.510777], [-1.644770, 1.189437, -2.864538], [-1.076363, 3.400234, -2.066951], [-1.471860, 4.728711, -1.836691], [-0.489636, 5.678176, -1.510526], [0.823951, 5.269475, -1.373892], [1.105971, 3.911899, -1.664372], [0.183954, 3.012348, -1.983044], [2.506313, 3.427871, -1.466239], [3.283014, 4.147289, -0.843473], [2.833500, 2.280072, -1.954737], [-3.876344, 1.909591, -2.659859], [-2.508401, 4.965931, -1.825515], [-0.778314, 6.675017, -1.167914], [1.667349, 5.857659, -1.029267], [2.520577, -3.631772, 1.683186], [0.974980, -3.782064, 1.811517], [-0.075863, -2.750319, 0.771102], [-1.423143, -2.963404, 1.257977], [0.203557, -3.634624, -0.839772], [-0.495051, -5.007798, -0.951675], [3.041928, -4.037676, 2.609740], [2.743257, -2.542020, 1.640188], [2.926984, -4.129427, 0.764736], [0.783184, -3.386430, 2.844433], [0.628982, -4.813564, 1.693078], [1.258575, -3.684163, -1.024673], [-0.294409, -3.018250, -1.555546], [-0.140422, -5.725534, -0.181707], [-0.279230, -5.392914, -1.940758], [-1.590322, -4.838910, -0.869744], [-2.133644, -0.198953, 2.740734], [-0.841239, 0.051631, 2.061609], [0.430726, 0.149486, 2.544062], [1.277337, 0.345759, 1.462703], [0.494734, 0.549799, 0.367206], [-0.752598, 0.296109, 0.751569], [-2.520103, -1.134122, 2.331182], [-2.833318, 0.576388, 2.592582], [-1.923530, -0.294790, 3.820610], [0.845609, -0.002746, 3.533388], [2.341262, 0.544247, 1.475077], [-1.571660, 0.524653, 0.104771]],
  "forces_ev_per_a": [[0.3, 0.1, 0.0], [0.0, 0.9, 0.3], [1.3, -0.1, 0.2], [-0.6, 0.8, 0.3], [-0.9, 0.5, -0.4], [0.9, -0.8, 0.1], [-0.2, -0.2, 0.9], [-0.2, -1.2, -0.6], [-0.5, 0.6, 0.5], [0.4, 0.3, -0.2], [2.1, -1.3, -0.1], [-0.4, 0.5, 0.1], [-1.0, 0.4, 0.1], [-0.3, -0.8, -0.3], [-0.6, 0.3, -0.2], [0.0, -0.2, -0.5], [-0.3, 0.1, -0.1], [0.1, 0.1, -0.2], [1.0, 0.1, 1.2], [3.2, 0.5, -1.3], [-2.4, -0.7, 0.5], [-1.4, -0.9, 1.1], [0.0, 0.5, 0.8], [-0.7, 0.3, -1.3], [0.1, -0.7, -0.1], [-0.3, 0.4, 0.9], [-0.5, -0.6, -0.9], [0.0, 0.1, 0.3], [0.6, 0.2, 0.0], [0.0, 0.8, -0.6], [-0.4, 0.4, -0.5], [0.0, -0.3, -0.1], [0.7, -0.4, 0.1], [1.7, -1.3, 0.6], [-0.8, 0.5, 0.5], [2.0, -0.8, 0.0], [-1.3, 1.0, 0.7], [-0.3, -0.6, -0.5], [1.2, 1.2, -1.0], [0.0, 0.0, 0.3], [-0.5, 1.1, -0.3], [-0.2, -0.1, -0.6], [-1.0, -0.1, 0.2], [-0.1, -0.2, -0.1], [-0.6, -0.4, -0.1]]
}